i) Below is 2 unconnected molecules or ions with the total composition FH3N2OS, with properties calculated with ωB97M-V/def2-TZVPD.

Last columns: bonded neighbours and bond lengths (Å).
Geometry (Å):
1 N -0.90 -0.73 0.97  S5 1.560, H6 1.039
2 N 0.58 -0.39 -1.25  S5 1.493, H8 1.048
3 O -1.24 -2.19 -1.02  S5 1.422
4 F 0.66 2.85 1.74  H7 0.919
5 S -0.49 -1.10 -0.49  N1 1.560, N2 1.493, O3 1.422
6 H -0.27 0.06 1.22  N1 1.039
7 H 0.76 2.40 0.94  F4 0.919
8 H 0.91 -0.90 -2.11  N2 1.048

HOMO energy	-11.14	eV

---

ii) Below is 2 unconnected molecules or ions with the total composition FH3N2OS, with properties calculated with ωB97M-V/def2-TZVPD.

Last columns: bonded neighbours and bond lengths (Å).
Geometry (Å):
1 N -0.08 1.45 -0.01  N2 1.178, H6 1.097
2 N 0.29 1.15 1.07  N1 1.178, F4 1.511
3 O -0.59 -0.86 -1.08  S5 1.680, H7 1.050
4 F 1.62 0.43 1.17  N2 1.511
5 S -0.63 -1.67 0.39  O3 1.680, H8 1.349
6 H 0.28 1.17 -1.00  N1 1.097
7 H 0.28 -1.02 -1.64  O3 1.050
8 H -1.17 -0.67 1.11  S5 1.349

HOMO energy	-9.22	eV

---

i) (0.0653 hartree below the next structure)